# 1
DFT (ωB97M-V/def2-TZVPD) results for 2 unconnected molecules or ions with the total composition C19H32F3N3O4 at a distorted geometry.

The geometry in XYZ format:
```
61
Properties=species:S:1:pos:R:3:mulliken_charge:R:1
F 4.645 3.138 0.772 -0.281
F 3.412 3.353 -0.957 -0.257
F 5.534 3.608 -1.120 -0.288
O -1.699 -5.722 1.854 -0.633
O 3.587 0.730 -0.652 -0.119
O -0.842 0.016 -0.054 -0.187
O 1.578 -1.210 1.522 -0.511
N -3.230 -4.368 0.867 -0.351
N -3.738 -5.503 2.818 -0.402
N -1.350 -3.263 -1.571 -0.716
C 4.571 2.891 -0.538 0.898
C -1.559 5.201 -0.996 -0.606
C -2.020 4.135 -1.776 -0.756
C -2.821 1.800 -2.109 -1.568
C -2.223 2.764 0.196 0.754
C 1.981 0.017 2.101 -0.752
C 0.526 -0.019 -0.409 -1.647
C -1.164 0.707 1.132 -0.448
C -1.769 3.847 0.976 -0.500
C -2.811 -5.231 1.843 0.597
C -2.361 2.904 -1.194 0.950
C 0.392 -2.474 -0.027 -1.439
C 1.290 -1.241 0.136 1.677
C 3.768 -0.625 -0.264 -1.032
C -1.434 5.065 0.389 -0.755
C 2.575 -1.449 -0.689 -0.986
C 4.785 1.426 -0.837 -0.853
C 0.072 -2.890 -1.464 -0.636
C -2.480 1.455 0.910 -1.502
H -4.660 -5.112 2.832 0.151
H -3.116 0.809 0.316 0.280
H -0.395 1.442 1.372 0.429
H 0.313 -2.117 -2.194 0.400
H 1.008 0.933 -0.185 0.754
H 3.913 -0.710 0.813 0.357
H 0.536 -0.111 -1.491 0.616
H -2.956 1.638 1.869 0.582
H -1.956 1.246 -2.471 0.191
H 4.667 -1.040 -0.726 0.638
H -1.703 -3.120 -2.508 0.229
H -3.325 2.219 -2.972 0.522
H 2.451 0.695 1.394 0.271
H -1.686 3.710 2.044 0.437
H 1.148 0.516 2.591 0.306
H -4.143 -3.956 0.857 0.156
H 0.936 -3.286 0.453 0.669
H 5.140 1.329 -1.864 0.344
H -3.462 -6.131 3.548 0.226
H -2.579 -4.147 0.130 0.327
H -2.109 4.277 -2.843 0.414
H -1.299 6.140 -1.462 0.402
H -1.883 -2.631 -0.984 0.184
H 2.871 -2.495 -0.612 0.498
H 2.719 -0.205 2.869 0.306
H 0.667 -3.761 -1.725 0.336
H 5.577 1.094 -0.169 0.423
H -1.086 5.874 1.012 0.408
H -3.474 1.086 -1.624 0.325
H -1.239 0.031 1.989 0.392
H -0.513 -2.341 0.555 0.421
H 2.394 -1.254 -1.742 0.351
```

The calculated total energy is -1508.0163 a.u. Its structure (SMILES) is CO[C@](CCN)(CCOCC(F)(F)F)COCCc1ccccc1C.NC(N)=O. The calculation puts the gap between HOMO and LUMO at 0.3474 Ha.

# 2
DFT (ωB97M-V/def2-TZVPD) results for a molecular structure, C19H32MoN3 at a distorted geometry.

The geometry in XYZ format:
```
55
Properties=species:S:1:pos:R:3:mulliken_spin:R:1
Mo 0.480 -0.057 0.172 0.982
N -0.102 0.551 2.161 -0.027
N 0.986 -0.030 4.166 -0.008
N -1.328 0.362 4.157 -0.001
C 1.605 1.574 -0.854 -0.032
C -1.096 -2.100 1.030 0.031
C -2.591 0.429 3.424 -0.002
C 1.104 -0.345 5.579 0.000
C 2.764 0.048 0.464 0.117
C -0.134 -2.280 -0.022 -0.023
C -1.515 0.232 5.593 0.000
C 2.239 -0.052 3.451 0.005
C -1.729 -0.718 -0.711 -0.093
C 2.235 1.391 0.418 -0.086
C 1.760 0.333 -1.579 0.117
C 0.178 1.963 -3.757 -0.011
C -2.076 -1.179 0.591 -0.003
C -0.345 0.571 -3.731 0.836
C 0.376 -0.424 -4.592 -0.013
C -1.810 0.435 -3.725 0.051
C -0.140 0.269 3.506 0.002
C -0.569 -1.478 -1.147 0.090
C 2.439 -0.610 -0.758 -0.006
H 0.570 -1.261 5.859 0.000
H 0.094 -1.455 -4.346 0.002
H 0.824 0.497 6.224 0.000
H -2.582 0.374 5.789 0.000
H 1.158 2.488 -1.238 0.003
H -2.210 0.663 -4.727 0.018
H -1.262 -0.768 5.967 0.000
H 2.362 2.156 1.183 -0.008
H 2.247 -0.874 2.727 0.003
H -3.025 -0.962 1.076 -0.001
H -0.234 -1.576 -2.177 0.039
H 1.467 -0.345 -4.524 0.006
H 2.418 0.911 2.962 0.000
H 2.714 -1.622 -1.047 -0.003
H 1.258 2.008 -3.590 0.009
H -1.130 -2.690 1.945 -0.008
H -2.125 -0.584 -3.486 0.011
H 0.124 -0.271 -5.653 0.016
H -3.369 0.755 4.119 0.000
H 1.506 0.163 -2.613 -0.050
H 2.165 -0.525 5.765 0.001
H 0.000 2.427 -4.743 0.028
H 0.675 -3.011 -0.052 -0.003
H -2.297 -0.026 -1.327 -0.019
H -2.549 1.157 2.608 0.001
H 3.053 -0.218 4.160 0.001
H -2.278 1.136 -3.029 0.007
H -0.879 1.183 1.977 0.004
H 3.417 -0.376 1.217 0.015
H -0.316 2.588 -3.007 0.004
H -0.987 1.018 6.145 0.000
H -2.876 -0.556 3.022 0.000
```

The calculated total energy is -975.2711 a.u. As for the total charge: +1. As for the expectation value of S²: 2.034. As for the multiplicity: 3. The calculation puts the gap between HOMO and LUMO (alpha / beta) at 0.2432 / 0.2593 Ha.

# 3
DFT (ωB97M-V/def2-TZVPD) results for 3 unconnected molecules or ions with the total composition C19H32N3O10S3 at a distorted geometry.

The geometry in XYZ format:
```
67
Properties=species:S:1:pos:R:3:mulliken_charge:R:1
S -0.846 3.433 0.197 1.148
S -1.722 -2.610 0.241 1.085
S -2.019 1.470 5.506 1.117
O -3.049 -1.768 0.173 -0.591
O -0.661 3.419 1.633 -0.628
O 2.516 -4.884 -4.808 -0.291
O -1.125 1.596 6.638 -0.672
O -1.993 -3.913 1.356 -0.462
O -2.915 2.535 5.103 -0.665
O -0.550 -1.750 0.827 -0.535
O 3.459 -3.318 -3.743 -0.099
O 0.245 3.197 -0.728 -0.625
O 4.668 -1.439 0.500 -0.492
N 1.342 0.405 -2.776 0.504
N 2.982 -1.399 -2.374 0.236
N 3.055 -4.600 -3.728 0.058
C -2.511 -0.951 4.531 -0.566
C 2.589 1.114 -2.210 -0.371
C 5.769 -0.904 -0.336 -0.471
C 1.545 -1.122 -2.866 0.011
C -2.948 -0.046 5.682 -0.660
C -3.049 4.534 -0.796 -0.606
C 0.395 -2.176 -3.398 -0.208
C -0.839 1.841 -4.071 -0.502
C -0.956 -1.960 -2.447 -0.180
C -3.430 3.215 -0.126 -0.710
C 5.170 0.206 -1.383 -0.607
C -1.079 -0.565 4.162 -0.487
C 3.666 -0.115 -1.953 0.289
C -1.682 4.946 -0.254 -0.679
C 0.083 1.193 -3.195 -0.135
C 3.606 -2.793 -2.345 -0.206
C -1.067 0.955 4.090 -0.214
C -1.306 -3.261 -1.503 -0.680
C -2.191 2.337 -0.210 -0.219
H -3.797 5.312 -0.613 0.344
H -1.392 -4.675 1.085 0.346
H -2.211 1.497 0.487 0.274
H 5.893 0.399 -2.304 0.329
H -1.776 5.562 0.645 0.379
H 4.777 -2.775 -2.154 0.190
H -0.431 -4.056 -1.492 0.443
H -4.017 0.176 5.635 0.369
H 5.121 1.239 -0.791 0.358
H -0.769 -1.015 3.214 0.059
H -2.700 -0.485 6.652 0.351
H 4.989 -2.198 1.084 0.319
H -2.306 -3.751 -1.926 0.331
H -1.093 5.476 -1.007 0.337
H -1.583 1.311 3.193 -0.082
H -4.289 2.745 -0.612 0.368
H -0.758 -1.043 -1.725 -0.059
H 0.154 -1.948 -4.525 0.317
H -1.598 2.311 -4.864 0.374
H -3.166 -0.790 3.666 0.228
H -2.587 -2.007 4.808 0.377
H -0.391 -0.910 4.943 0.348
H -2.986 4.387 -1.881 0.266
H -3.692 3.396 0.924 0.326
H 6.317 -1.731 -0.981 0.302
H 0.799 -3.266 -3.242 -0.006
H 6.581 -0.394 0.335 0.337
H -0.063 1.379 4.140 0.500
H 2.676 2.269 -2.040 0.358
H -2.032 1.977 -1.231 0.025
H 3.035 -3.556 -1.665 0.349
H -1.857 -1.663 -3.148 0.357
```

The calculated total energy is -2853.5308 a.u. As for the total charge: +1. The calculation puts the gap between HOMO and LUMO at 0.2592 Ha.

# 4
DFT (ωB97M-V/def2-TZVPD) results for C19H32N4O2S2 in the gas phase.

The geometry in XYZ format:
```
59
Properties=species:S:1:pos:R:3:mulliken_charge:R:1
S 2.436 1.742 -0.896 -0.430
S 1.375 -1.867 -1.890 0.042
O -2.290 1.792 0.159 -0.669
O -2.472 -0.226 4.253 -0.445
N 2.522 -0.428 0.578 0.097
N 0.813 1.055 1.077 0.117
N -0.666 1.652 -1.427 0.431
N -0.542 -1.151 2.354 0.685
C -0.491 -1.535 3.761 -0.612
C -2.158 -0.095 -2.281 -1.452
C 0.055 -2.146 1.470 -0.671
C 2.395 -1.141 1.829 -1.408
C -2.513 2.328 -2.905 -0.629
C 1.538 -2.409 1.735 -0.677
C 1.876 0.735 0.317 0.456
C -1.482 1.247 -2.563 0.167
C 3.522 -0.892 -0.366 -1.276
C -1.128 1.878 -0.192 0.869
C 2.660 -1.265 -4.016 -0.507
C 2.943 -1.143 -1.722 0.647
C -1.941 -0.930 1.988 -0.471
C -1.853 3.639 -3.315 -1.210
C -0.004 2.215 0.808 -1.744
C 3.494 -0.888 -2.937 -0.610
C 1.486 -1.802 -3.606 -0.577
C -2.564 0.131 2.892 -0.420
C -1.131 -0.434 4.609 -0.821
H -0.558 0.499 4.481 0.311
H 4.326 -0.151 -0.468 0.358
H -2.700 -0.432 -3.160 0.481
H -0.789 1.133 -3.405 0.441
H -3.145 2.489 -2.031 0.284
H 1.988 -0.465 2.582 0.711
H 2.926 -1.131 -5.049 0.405
H 0.630 3.008 0.403 0.600
H -1.033 -2.480 3.930 0.303
H -0.483 -3.107 1.536 0.505
H -2.608 4.383 -3.555 0.389
H 0.359 0.321 1.632 0.186
H -1.237 4.025 -2.506 0.265
H -2.069 1.095 2.720 0.151
H -1.128 -0.716 5.663 0.377
H -1.413 -0.844 -2.020 0.203
H -3.142 1.963 -3.719 0.445
H 3.402 -1.427 2.154 0.348
H -1.221 3.494 -4.189 0.314
H 1.660 -2.971 2.662 0.442
H 4.456 -0.427 -3.062 0.434
H 0.546 -1.663 4.074 0.385
H 0.333 1.775 -1.579 -0.187
H 0.667 -2.164 -4.195 0.488
H -2.856 0.014 -1.456 0.306
H -3.625 0.238 2.666 0.411
H 1.908 -3.034 0.920 0.615
H -0.457 2.549 1.744 0.432
H -0.063 -1.773 0.449 -0.145
H -1.992 -0.584 0.955 -0.050
H 3.950 -1.816 0.033 0.450
H -2.515 -1.866 2.078 0.462
```

The calculated total energy is -1909.0976 a.u. Its structure (SMILES) is CC[C@H](C)NC(=O)CNC(=S)N(CCCN1CCOCC1)Cc1cccs1. The energy above the lowest of the compared OMol25 structures with the same formula, charge and spin is 0.0 kcal/mol. The calculation puts the gap between HOMO and LUMO at 0.3166 Ha.

# 5
DFT (ωB97M-V/def2-TZVPD) results for a molecular structure, C19H32NO7SW.

The geometry in XYZ format:
```
61
Properties=species:S:1:pos:R:3:mulliken_spin:R:1
W -0.644 0.119 0.911 1.958
S 0.571 2.607 0.385 0.029
O -2.222 0.126 -0.931 0.008
O 0.261 -0.684 -1.375 0.105
O 0.669 3.864 1.029 0.003
O 1.053 1.392 1.144 0.008
O -1.136 -2.428 -0.113 0.035
O -0.833 2.135 0.074 0.000
O -2.876 -0.796 1.210 0.018
N -0.120 -0.782 2.283 -0.294
C -3.934 0.008 0.656 -0.019
C 2.438 1.725 -1.405 0.000
C 2.817 2.823 -3.529 0.001
C 1.122 3.662 -2.021 0.001
C -0.647 -0.584 -2.483 0.012
C 1.806 3.733 -3.221 -0.001
C -3.135 -2.217 1.079 0.011
C 1.441 2.647 -1.124 0.005
C 0.052 -2.408 4.095 -0.012
C -3.370 0.852 -0.490 0.037
C -1.651 0.494 -2.190 0.009
C 2.063 -1.184 3.232 -0.014
C 0.212 -2.850 -0.219 0.099
C 0.573 -1.085 3.540 0.087
C 0.873 -1.980 -1.293 -0.048
C -1.858 -3.002 0.959 0.009
C 3.119 1.823 -2.607 0.000
C 3.587 2.929 -4.814 0.000
C 0.295 0.053 4.513 0.002
H -3.709 -2.553 1.946 0.000
H 0.652 1.003 4.113 0.001
H 0.812 -2.450 -2.274 -0.006
H -4.354 0.635 1.442 -0.016
H -2.113 -4.049 0.758 0.001
H -0.091 -0.352 -3.395 0.004
H -1.164 -1.537 -2.605 -0.001
H 0.276 -3.237 3.420 0.001
H -3.071 1.852 -0.176 0.005
H 3.910 1.117 -2.825 0.000
H 2.438 -0.258 2.797 0.002
H -3.732 -2.366 0.178 0.001
H 0.706 -2.724 0.749 -0.033
H -4.098 0.941 -1.299 0.002
H -0.773 0.141 4.715 0.002
H 1.566 4.518 -3.926 0.000
H 2.269 -2.005 2.541 0.001
H -1.202 1.486 -2.120 -0.004
H 2.611 -1.378 4.155 -0.001
H 0.276 -3.906 -0.501 0.000
H 3.183 3.709 -5.457 0.000
H -1.025 -2.369 4.267 0.002
H -2.428 0.503 -2.958 0.001
H 0.807 -0.134 5.458 -0.001
H 4.633 3.167 -4.616 0.000
H -4.717 -0.654 0.295 0.000
H 0.361 4.394 -1.782 0.000
H 3.567 1.987 -5.363 0.000
H 2.684 0.950 -0.693 -0.001
H -1.264 -2.963 1.873 -0.004
H 0.535 -2.625 5.049 -0.001
H 1.929 -1.837 -1.062 -0.003
```

The calculated total energy is -1789.6268 a.u. As for the total charge: +1. As for the expectation value of S²: 2.027. As for the multiplicity: 3. The calculation puts the gap between HOMO and LUMO (alpha / beta) at 0.3164 / 0.3437 Ha.

# 6
DFT (ωB97M-V/def2-TZVPD) results for 7 unconnected molecules or ions with the total composition C19H32O17 at a distorted geometry.

The geometry in XYZ format:
```
68
Properties=species:S:1:pos:R:3:mulliken_charge:R:1
O -0.617 -21.615 15.983 -0.392
O 0.188 -17.733 9.164 -0.322
O 1.137 -15.962 9.983 -0.343
O -3.695 -11.355 9.112 -0.327
O -2.739 -21.286 16.215 -0.373
O -0.477 -17.453 14.802 -0.218
O -3.627 -12.564 10.994 -0.273
O -5.006 -14.871 5.765 -0.357
O -5.344 -11.039 10.548 -0.558
O -5.341 -15.112 15.651 -0.581
O -2.327 -15.808 13.149 -0.569
O -5.264 -14.802 13.361 -0.136
O -2.059 -23.213 16.886 -0.533
O -3.589 -14.685 7.435 -0.075
O -6.824 -13.789 14.477 -0.372
O -4.615 -12.865 6.667 -0.515
O -0.440 -15.611 8.357 -0.594
C -0.769 -20.393 15.479 0.219
C -3.618 -16.966 11.371 -1.120
C 1.322 -17.052 16.268 -1.196
C -2.454 -17.009 12.397 0.435
C -7.102 -13.407 13.106 -0.360
C -2.541 -13.032 10.290 0.363
C -4.294 -11.595 10.316 0.620
C -1.812 -22.159 16.400 0.555
C 0.217 -16.360 9.152 0.722
C -5.753 -14.592 14.594 0.595
C 1.764 -16.974 10.652 -0.091
C 0.794 -18.156 10.324 -0.091
C -4.319 -16.028 5.792 -0.392
C -4.414 -14.043 6.637 0.532
C -6.128 -14.328 12.313 -0.170
C -2.282 -20.298 15.314 -0.243
C -3.666 -16.061 7.111 -0.169
C -2.471 -11.997 9.043 -0.343
C 0.475 -16.436 15.177 -0.023
H -2.879 -15.080 12.855 0.193
H -4.269 -16.563 7.868 0.183
H 1.725 -16.680 11.701 0.022
H -0.152 -15.616 15.525 0.332
H 1.893 -16.215 16.670 0.368
H -1.545 -17.145 11.810 -0.060
H -8.131 -13.518 12.767 0.328
H -3.475 -16.257 10.556 0.009
H -3.622 -16.115 4.958 0.248
H -1.641 -12.996 10.903 0.339
H 0.738 -17.621 16.991 0.235
H -1.311 -17.042 14.562 0.167
H -2.303 -12.450 8.066 0.214
H -0.277 -19.883 16.307 0.106
H -4.982 -16.877 5.621 0.324
H -2.664 -16.485 7.166 0.228
H 1.371 -19.062 10.134 0.326
H 2.809 -16.942 10.345 0.312
H 0.967 -16.130 14.253 0.121
H -0.312 -20.261 14.498 0.174
H -2.602 -14.047 9.898 -0.309
H 1.958 -17.853 15.892 0.302
H -6.709 -12.405 12.936 0.240
H -6.790 -15.084 11.891 0.266
H -3.542 -17.954 10.917 0.520
H -2.695 -20.650 14.368 0.226
H -2.590 -17.854 13.072 0.185
H -5.648 -13.859 11.454 0.164
H 0.037 -18.357 11.082 0.108
H -2.748 -19.357 15.607 0.236
H -1.657 -11.311 9.279 0.313
H -4.556 -16.796 11.898 0.274
```

The calculated total energy is -2022.1876 a.u. Its structure (SMILES) is O=C1OCCO1.O=C1OCCO1.O=C1OCCO1.O=C1OCCO1.O=C1OCCO1.CCO.CCO. The energy above the lowest of the compared OMol25 structures with the same formula, charge and spin is 0.0 kcal/mol. The calculation puts the gap between HOMO and LUMO at 0.3906 Ha.

# 7
DFT (ωB97M-V/def2-TZVPD) results for a molecular structure, C19H32O7SW at a distorted geometry.

The geometry in XYZ format:
```
60
Properties=species:S:1:pos:R:3:mulliken_spin:R:1
W 10.198 7.417 8.241 1.626
S 9.059 5.943 11.013 0.014
O 10.613 9.487 9.000 0.020
O 11.623 5.753 7.934 0.052
O 9.372 6.075 6.548 0.003
O 8.340 8.396 7.383 0.032
O 9.048 6.100 9.430 0.114
O 10.905 8.563 6.563 0.035
O 11.811 7.354 9.814 -0.012
C 9.868 9.281 5.655 0.014
C 8.633 9.548 6.429 0.010
C 8.434 4.200 10.984 -0.001
C 12.976 5.732 8.536 0.003
C 7.633 6.856 11.568 -0.018
C 7.826 6.074 6.643 0.016
C 6.146 8.796 11.527 0.007
C 11.488 4.968 6.663 0.009
C 7.229 6.633 12.850 0.000
C 11.843 8.434 10.884 0.009
C 6.144 7.279 13.385 0.001
C 10.031 4.757 6.460 0.008
C 10.908 9.554 10.473 0.017
C 11.542 10.331 8.126 0.001
C 7.322 7.492 6.842 0.003
C 5.600 8.370 12.768 0.001
C 12.773 6.219 9.953 0.001
C 11.991 9.462 6.976 0.030
C 7.105 7.988 10.933 0.002
H 4.816 8.944 13.197 0.000
H 12.875 8.767 10.944 -0.001
H 7.493 5.673 5.668 0.000
H 12.227 10.069 6.041 0.005
H 9.954 9.362 11.006 -0.016
H 9.279 3.505 10.852 0.001
H 5.671 6.924 14.297 0.000
H 13.675 6.446 8.041 0.000
H 13.501 4.758 8.504 -0.002
H 9.705 8.563 4.883 -0.002
H 11.901 5.563 5.841 -0.001
H 9.679 4.070 7.287 -0.002
H 6.836 7.824 5.939 0.000
H 13.739 6.608 10.297 0.000
H 6.530 7.455 7.577 0.001
H 7.512 8.376 10.012 0.034
H 12.294 5.484 10.706 0.000
H 7.789 5.928 13.477 0.001
H 12.888 8.825 7.166 -0.007
H 7.683 5.339 7.444 -0.005
H 7.697 9.697 5.805 -0.002
H 7.659 4.081 10.199 -0.002
H 11.333 10.550 10.711 0.003
H 12.389 10.626 8.726 0.001
H 7.977 4.004 11.975 0.001
H 9.869 4.230 5.503 -0.002
H 11.567 7.952 11.853 0.002
H 12.086 4.033 6.733 -0.002
H 8.754 10.455 7.040 -0.001
H 5.795 9.681 11.054 0.000
H 10.893 11.157 7.817 -0.002
H 10.390 10.196 5.299 0.001
```

The calculated total energy is -1733.4241 a.u. As for the total charge: +4. As for the expectation value of S²: 2.010. As for the multiplicity: 3. The calculation puts the gap between HOMO and LUMO (alpha / beta) at 0.2144 / 0.2187 Ha.